This record from the Open Molecules 2025 dataset describes C13H14AuF6N2O9S3 as an isolated structure. The level of theory is ωB97M-V/def2-TZVPD.

For the energy above the lowest of the compared OMol25 structures with the same formula, charge and spin, the calculation gives 0.000 eV. The HOMO energy is -13.58 eV. Its charge is +1. The calculation puts the molar mass at 749.42 g mol⁻¹.

The geometry in XYZ format:
```
48
Properties=species:S:1:pos:R:3:forces:R:3:nbo_charge:R:1
Au -0.7279 -0.0699 -0.6095 0.21 -0.30 -0.41 1.57
O -1.0228 4.5046 -1.7196 0.09 0.03 0.04 -0.65
C -1.0274 3.1780 -1.7409 0.02 -0.06 0.01 0.76
O -0.2126 2.4778 -2.2719 0.07 -0.03 0.05 -0.55
C -2.2582 2.6172 -1.0922 -0.03 -0.03 -0.01 0.11
C -3.3986 3.3837 -0.9414 -0.01 -0.01 -0.01 -0.18
C -4.5918 2.7779 -0.5721 -0.02 0.01 -0.01 -0.11
C -4.6239 1.4048 -0.4212 -0.01 -0.01 0.01 -0.17
C -3.4445 0.7031 -0.5594 -0.01 0.04 0.10 0.11
N -2.2753 1.2997 -0.8325 0.17 0.07 0.09 -0.44
C -3.4212 -0.7965 -0.5289 0.11 -0.06 0.00 0.73
O -4.3935 -1.4721 -0.4119 -0.07 0.02 0.04 -0.49
O -2.2048 -1.3101 -0.7393 -0.15 -0.04 -0.02 -0.64
H -0.2276 4.8200 -2.1790 0.00 0.01 -0.01 0.52
H -3.3443 4.4423 -1.1462 0.01 -0.01 -0.01 0.27
H -5.4899 3.3684 -0.4540 0.00 0.00 0.02 0.25
H -5.5278 0.8511 -0.2074 0.01 -0.01 0.00 0.28
C 1.3809 -4.5652 -0.0093 -0.01 0.01 0.01 -0.64
C 0.6246 -4.1468 -1.2597 0.04 0.01 -0.01 -0.57
S 0.7883 -2.4370 -1.7744 -0.10 0.06 0.02 1.22
O 0.4319 -1.6773 -0.4407 0.18 -0.11 0.08 -0.88
C 2.5439 -2.1158 -2.0214 -0.01 0.03 0.08 -0.58
C 3.4376 -2.1265 -0.7890 0.02 -0.03 -0.02 -0.63
H 0.9213 -5.4738 0.3774 0.02 -0.01 -0.01 0.25
H 1.3208 -3.8058 0.7688 -0.02 0.02 0.03 0.25
H 2.4240 -4.7816 -0.2230 0.00 0.01 0.01 0.22
H -0.4560 -4.2401 -1.1338 0.00 0.01 -0.02 0.26
H 0.9035 -4.7106 -2.1543 -0.02 -0.04 0.03 0.25
H 2.5324 -1.1321 -2.4950 -0.01 -0.01 -0.01 0.26
H 2.8412 -2.8412 -2.7836 -0.01 0.02 -0.02 0.25
H 2.9229 -1.7395 0.0859 -0.06 0.08 0.09 0.24
H 4.2938 -1.4814 -0.9812 0.00 -0.02 0.00 0.25
H 3.8049 -3.1220 -0.5588 0.00 0.00 -0.01 0.23
F 1.3931 3.9606 0.1620 -0.11 0.01 -0.07 -0.30
C 1.0702 3.0157 1.0362 0.06 0.07 -0.12 0.74
F 1.4395 3.3873 2.2421 0.01 0.03 0.01 -0.28
F -0.2596 2.8485 1.0132 -0.02 -0.02 -0.03 -0.33
S 1.9645 1.4508 0.5793 0.22 -0.23 0.32 2.25
O 1.1523 0.8079 -0.5069 -0.46 0.72 -0.12 -0.99
O 3.2256 1.8933 0.1051 -0.02 -0.10 -0.05 -0.86
N 2.0730 0.6010 1.8601 -0.17 -0.05 -0.12 -1.20
S 0.8779 -0.2367 2.5115 0.26 -0.19 0.13 2.24
O 1.1942 -1.6257 2.5804 -0.03 0.08 -0.09 -0.89
O -0.4152 0.1704 2.0026 -0.10 -0.01 0.02 -1.00
C 0.9384 0.3795 4.2479 0.02 0.00 0.05 0.74
F 2.1272 0.1387 4.7759 -0.06 0.01 -0.05 -0.29
F 0.0022 -0.2592 4.9360 0.00 0.00 0.00 -0.29
F 0.6932 1.6843 4.2747 -0.01 0.00 0.01 -0.30
```
Forces are in eV/Å.

=====

This record from the Open Molecules 2025 dataset describes C2Br2F4O as an isolated structure at a distorted geometry. The level of theory is ωB97M-V/def2-TZVPD.

For the energy above the lowest of the compared OMol25 structures with the same formula, charge and spin, the calculation gives 0.000 eV. The HOMO energy is -10.71 eV. Its charge is 0. The calculation puts the molar mass at 275.82 g mol⁻¹.

The geometry in XYZ format:
```
9
Properties=species:S:1:pos:R:3:forces:R:3:nbo_charge:R:1
C 2.0958 -0.1054 -0.0699 -1.44 -1.05 0.38 1.13
C -1.5708 0.2679 0.0646 -1.12 1.56 -0.26 0.51
O 1.3576 0.7875 0.0814 0.76 0.78 0.06 -0.54
F 2.6806 -0.7926 0.8760 0.62 0.20 0.47 -0.30
F -0.9816 0.8146 -1.0021 -0.64 0.42 0.21 -0.31
F -1.1819 0.8980 1.1713 -0.23 0.32 -0.24 -0.31
F 2.2619 -0.7768 -1.1738 0.47 0.09 -0.83 -0.30
Br -1.1003 -1.4838 0.1477 0.74 -2.66 0.22 0.11
Br -3.5613 0.3906 -0.0953 0.83 0.33 0.01 0.01
```
Forces are in eV/Å.

=====

| no. | HOMO-LUMO gap (eV) |
| --- | --- |
| 1 | 7.99 |
| 2 | 10.90 |